Entry 1:
This record from OMol25 describes 2 unconnected molecules or ions with the total composition CH2N2O3Si in a non-equilibrium geometry. The level of theory is the ωB97M-V functional and the def2-TZVPD basis.

Positions of all 9 atoms, in Å:
C -0.566983 0.553669 1.264736
N 0.124263 1.260880 1.874981
N 2.229065 -0.176282 -1.151390
O 3.317167 -0.088585 -0.640627
O 1.340687 -0.942546 -0.446570
O -1.676273 -0.554294 -1.142449
Si -2.007509 0.056355 0.176725
H 0.450715 -0.778662 -0.633050
H -3.211132 0.669464 0.697644

Forces on atoms 1 to 6 (eV/Å):
C -0.18 0.92 0.57
N -0.62 -0.94 -0.61
N -1.12 0.21 -0.40
O 1.45 0.42 0.11
O 1.96 -1.78 1.54
O 0.25 -0.87 -1.09

Results
- multiplicity = 3
- energy above the lowest of the compared OMol25 structures with the same formula, charge and spin (kJ/mol) = 248.6
- expectation value of S² = 2.01
- net charge = 0

Entry 2:
This record from OMol25 describes C18H24ClNOS in the gas phase. The level of theory is the ωB97M-V functional and the def2-TZVPD basis.

Positions of all 46 atoms, in Å:
C 2.690191 1.979459 0.480584
C 1.523221 2.363378 1.339751
C 1.002382 3.648128 1.236949
C -0.055403 4.043160 2.035174
C -0.605240 3.174248 2.963942
C -0.095211 1.893745 3.064511
C 0.949947 1.473609 2.248394
C 1.461270 0.071367 2.390049
O 2.385359 -0.208928 3.112360
C 0.709038 -0.989984 1.606934
C 0.173066 -0.503983 0.258145
N -0.451230 -1.618774 -0.424777
C -1.619320 -2.068295 0.305065
C -1.185651 -2.600550 1.669012
C -0.465412 -1.507685 2.450191
H -0.100848 -1.892400 3.403971
H -1.160454 -0.688417 2.646956
H -0.513999 -3.446632 1.519361
H -2.059956 -2.945461 2.223135
H -2.102703 -2.867014 -0.262188
H -2.355067 -1.256168 0.451308
C -0.644827 -1.455117 -1.856371
C -1.369555 -0.162037 -2.269769
C -1.719410 -0.171826 -3.748480
H -2.261721 0.729026 -4.032536
H -2.317774 -1.046842 -4.009460
S -0.222150 -0.191073 -4.781285
C 0.505003 -1.708521 -4.087932
C 0.698922 -1.580093 -2.586626
H 1.322860 -0.706794 -2.390481
H 1.217974 -2.462925 -2.207858
H 1.456960 -1.840296 -4.599896
H -0.154365 -2.541640 -4.337248
H -0.737807 0.702900 -2.057802
H -2.291954 -0.063006 -1.690999
H -1.265403 -2.304805 -2.171748
H 0.998142 -0.136795 -0.350543
H -0.534036 0.327634 0.428076
H 1.395197 -1.825852 1.436188
H -0.502754 1.217225 3.800380
H -1.414786 3.496180 3.599209
Cl -0.687367 5.645705 1.884133
H 1.433240 4.343369 0.532715
H 3.507206 2.682695 0.633854
H 2.417125 2.018476 -0.573688
H 3.047300 0.981610 0.719339

Forces on atoms 1 to 6 (eV/Å):
C 0.00 0.01 -0.05
C -0.14 -0.09 0.12
C -0.11 -0.01 0.09
C 0.10 -0.23 0.01
C -0.02 0.06 -0.02
C 0.06 0.00 -0.09

Results
- energy above the lowest of the compared OMol25 structures with the same formula, charge and spin (kJ/mol) = 36.8
- net charge = 0

Entry 3:
This record from OMol25 describes 2 unconnected molecules or ions with the total composition C2H4ClNO in a non-equilibrium geometry. The level of theory is the ωB97M-V functional and the def2-TZVPD basis.

Positions of all 9 atoms, in Å:
C 1.837209 0.748542 -0.791811
C -0.563566 0.239930 0.316533
N 0.931447 1.498829 -0.406403
O -0.159203 -1.046363 0.213744
Cl 3.405478 1.208329 -1.397626
H 1.807110 -0.334810 -1.085485
H -0.791205 0.616313 1.245242
H -1.215917 0.531546 -0.372883
H 0.577724 -1.275108 0.846091

Forces on atoms 1 to 6 (eV/Å):
C -0.80 -1.57 -1.12
C 5.09 -0.58 -0.69
N -1.51 -1.53 1.75
O 0.78 0.06 0.57
Cl 0.58 0.89 -0.05
H -0.51 0.54 1.02

Results
- energy above the lowest of the compared OMol25 structures with the same formula, charge and spin (kJ/mol) = 311.6
- net charge = 0

Entry 4:
This record from OMol25 describes a gas-phase ion, C5H8ClN2 (charge +1) in a non-equilibrium geometry. The level of theory is the ωB97M-V functional and the def2-TZVPD basis.

Positions of all 16 atoms, in Å:
C -0.620253 0.742698 -1.165419
C 0.513910 -0.506663 0.232721
C -1.044046 1.046707 0.229383
C 1.013874 -0.835705 -2.149694
C -0.360884 0.135219 2.443342
N 0.322605 -0.210894 -1.051075
N -0.291953 0.231856 1.008050
Cl -2.194846 2.138582 0.796531
H -0.979911 1.163641 -2.078551
H 1.209510 -1.234207 0.604517
H 2.082035 -0.887474 -1.941732
H 0.641295 -1.849375 -2.307965
H 0.854742 -0.260331 -3.059075
H 0.638173 0.012174 2.855583
H -0.814848 1.036561 2.849726
H -0.969403 -0.722789 2.733658

Forces on atoms 1 to 6 (eV/Å):
C -1.78 1.35 4.22
C 0.06 -0.08 0.16
C 1.06 -0.72 -4.42
C 0.52 -0.65 -0.76
C -0.10 -0.24 1.02
N -0.18 0.20 0.85

Results
- energy above the lowest of the compared OMol25 structures with the same formula, charge and spin (kJ/mol) = 0.0
- net charge = +1

Entry 5:
This record from OMol25 describes a molecular structure, C20H26B2F2N10OS2W. The level of theory is the ωB97M-V functional and the def2-TZVPD basis.

Positions of all 64 atoms, in Å:
W -0.665984 0.429966 0.066233
C -2.587031 -3.363539 1.183758
C -2.478393 -2.179545 0.474155
N -1.309078 -1.580467 0.725332
N -0.648022 -2.382905 1.614063
C -1.410593 -3.451310 1.899622
B 0.682926 -1.847312 2.150348
N 1.589387 -1.579847 0.926727
C 2.666047 -2.282065 0.525955
C 2.972109 -1.940734 -0.771168
C 2.006788 -1.007644 -1.112814
N 1.166746 -0.788312 -0.095141
N 0.429024 -0.565155 2.946198
C 0.450852 -0.259196 4.262085
C 0.099195 1.061302 4.411009
C -0.158389 1.507443 3.116978
N 0.029416 0.520153 2.239424
N 1.460425 -2.850916 3.071783
C 2.463534 -2.591945 3.856506
C 2.959527 -3.847226 4.365567
C 2.118199 -4.824059 3.752347
N 1.242575 -4.257927 2.980020
H -3.401552 -4.065856 1.177430
H -3.185677 -1.724015 -0.194623
H -1.069582 -4.213655 2.575677
H 3.150303 -2.994542 1.170962
H 3.781435 -2.309804 -1.375616
H 1.895613 -0.477125 -2.039991
H 0.690732 -0.991368 5.014759
H 0.036403 1.622905 5.326502
H -0.462222 2.480766 2.774081
H 2.830569 -1.592686 4.041558
H 3.780501 -3.988613 5.053027
H 2.146616 -5.897629 3.862233
C 0.819906 2.605086 -6.535226
C 0.174171 1.827232 -5.451254
C -0.779209 0.846887 -5.650575
C -1.323105 0.172202 -4.576132
N -0.916784 0.484071 -3.294292
C 0.060675 1.417440 -3.088231
S 0.658267 1.822976 -1.583592
N 0.562212 2.059478 -4.181720
C -2.332249 -0.894805 -4.813312
H 0.195501 2.615909 -7.424761
H 1.769300 2.124800 -6.793802
H 1.031389 3.628476 -6.225002
H -1.100476 0.610111 -6.653294
H 1.267214 2.768336 -4.001084
H -2.376397 -1.118912 -5.875155
H -3.318189 -0.566980 -4.481412
H -2.088936 -1.801497 -4.261895
F -2.637084 -0.719127 -2.180419
B -1.514356 -0.053745 -1.957163
F -0.849749 2.315047 0.535168
C -4.825158 0.944751 1.983133
S -3.294737 1.716156 1.511104
C -3.911413 2.997922 0.442385
O -2.705301 0.645781 0.537031
H -5.386700 1.664446 2.579464
H -4.582425 0.076764 2.592421
H -5.381691 0.658230 1.092794
H -4.481902 3.695725 1.056132
H -4.540519 2.553887 -0.327440
H -3.045655 3.501524 0.019621

Forces on atoms 1 to 6 (eV/Å):
W 0.06 -0.20 0.04
C 0.03 -0.01 0.06
C -0.04 0.03 -0.05
N 0.01 0.00 -0.01
N 0.03 -0.04 0.01
C -0.04 0.02 -0.03

Results
- multiplicity = 4
- energy above the lowest of the compared OMol25 structures with the same formula, charge and spin (kJ/mol) = 210.2
- expectation value of S² = 3.77
- net charge = +3

Entry 6:
This record from OMol25 describes C4H4O2 in the gas phase in a non-equilibrium geometry. The level of theory is the ωB97M-V functional and the def2-TZVPD basis.

Positions of all 10 atoms, in Å:
C -0.861122 -0.060477 -0.306613
C 0.199432 -0.848132 -0.425234
C 1.786645 0.861252 0.484396
C 1.549059 -0.514681 0.077926
O 1.876044 1.373432 -0.594603
O 2.485154 -1.283759 -0.002190
H -1.827896 -0.361655 -0.673835
H -0.808697 0.915253 0.150677
H 0.136083 -1.825566 -0.882301
H 2.001358 1.313485 1.457283

Forces on atoms 1 to 6 (eV/Å):
C -0.91 0.57 0.11
C 1.64 -0.15 0.38
C 1.15 0.58 -0.60
C -4.28 -2.03 0.17
O -0.04 3.36 -0.65
O 2.61 -1.95 0.51

Results
- multiplicity = 3
- energy above the lowest of the compared OMol25 structures with the same formula, charge and spin (kJ/mol) = 185.3
- expectation value of S² = 2.02
- net charge = 0